# 1
Entry from OMol25: a cluster of 2 separate species, CH2FNO2S in total (ωB97M-V with the def2-TZVPD basis set).

SMILES: O=S1#CO1.NF
Net charge: 0
Relative energy (zero: lowest compared OMol25 entry of this formula, charge and spin) (kJ/mol): 476.2
LUMO energy (Eh): -0.008
HOMO level (eV): -9.379
Orbital gap (hartree): 0.3366
Max |F| (eV Å⁻¹): 1.779

```
8
Properties=species:S:1:pos:R:3:nbo_charge:R:1
C 1.3336 1.2780 -0.6501 0.199
N -1.5816 -0.3261 -0.0418 -0.424
O 2.9629 -0.7761 -0.3500 -0.854
O 1.5322 1.3964 0.5666 -0.541
F -2.1564 -1.6048 0.0911 -0.249
S 1.6330 -0.3865 0.0563 1.189
H -1.4881 0.0893 0.8806 0.335
H -2.2356 0.3297 -0.5527 0.345
```

=====

# 2
Entry from OMol25: the molecule CH2FNO3S (ωB97M-V with the def2-TZVPD basis set).

SMILES: [H]/N=C/OS(=O)(=O)F
Net charge: 0
Relative energy (zero: lowest compared OMol25 entry of this formula, charge and spin) (kJ/mol): 108.2
LUMO energy (Eh): 0.019
HOMO level (eV): -11.100
Orbital gap (hartree): 0.4265
Max |F| (eV Å⁻¹): 5.256

```
9
Properties=species:S:1:pos:R:3:nbo_charge:R:1
C -1.0440 0.2661 0.1613 0.371
N -2.0537 0.9751 0.0628 -0.633
O -0.0701 0.2506 -0.7585 -0.662
O 1.2205 -1.3111 0.6684 -0.896
O 2.3371 0.7054 -0.1487 -0.851
F 1.8206 -1.1145 -1.6209 -0.455
S 1.3929 -0.3024 -0.3208 2.583
H -0.9182 -0.4110 1.1088 0.173
H -2.6852 0.9419 0.8476 0.369
```

=====

# 3
Entry from OMol25: a structure of composition CH2I2O (ωB97M-V with the def2-TZVPD basis set).

Net charge: 0
Relative energy (zero: lowest compared OMol25 entry of this formula, charge and spin) (kJ/mol): 305.0
LUMO energy (alpha / beta) (Eh): -0.045 / -0.045
HOMO level (alpha / beta) (eV): -9.642 / -9.602
Orbital gap (alpha / beta) (hartree): 0.3093 / 0.3080
Max |F| (eV Å⁻¹): 4.380

```
6
Properties=species:S:1:pos:R:3:nbo_charge:R:1
C 0.7129 -0.1027 1.1907 -0.488
O -1.3270 0.0369 0.3893 -0.807
I 0.6208 -1.7349 2.4903 0.275
I 1.3050 1.7803 1.7501 0.346
H 1.1074 -0.5894 0.2025 0.238
H -1.3421 -0.7663 -0.1969 0.437
```

=====

# 4
Entry from OMol25: a structure of composition CH2I2O2 (ωB97M-V with the def2-TZVPD basis set).

Net charge: 0
Relative energy (zero: lowest compared OMol25 entry of this formula, charge and spin) (kJ/mol): 3.4
LUMO energy (Eh): 0.009
HOMO level (eV): -9.925
Orbital gap (hartree): 0.3742
Max |F| (eV Å⁻¹): 1.775

```
7
Properties=species:S:1:pos:R:3:nbo_charge:R:1
C -1.0380 0.2131 -0.3080 0.623
O -2.2118 0.5003 0.3417 -0.697
O -0.8284 -0.6807 -1.0570 -0.540
I 0.2801 1.5655 0.4481 0.129
I 4.0749 -0.9272 0.3749 -0.109
H -2.8526 -0.2190 0.1721 0.498
H 2.5756 -0.4521 0.0281 0.096
```

=====

# 5
Entry from OMol25: a structure of composition CH2I3P (ωB97M-V with the def2-TZVPD basis set).

Net charge: 0
Relative energy (zero: lowest compared OMol25 entry of this formula, charge and spin) (kJ/mol): 107.3
LUMO energy (Eh): -0.048
HOMO level (eV): -9.208
Orbital gap (hartree): 0.2904
Max |F| (eV Å⁻¹): 4.753

```
7
Properties=species:S:1:pos:R:3:nbo_charge:R:1
C -0.5479 0.0257 0.4995 -0.946
P 0.6660 0.1230 -1.2658 0.407
I -1.2818 1.9922 0.9643 0.209
I -2.2097 -0.9034 -0.5117 0.213
I 0.4201 -0.9501 2.2292 0.219
H 1.1615 -1.0345 -0.9979 -0.054
H 1.7917 0.7472 -0.9177 -0.048
```

=====

# 6
Entry from OMol25: a cluster of 2 separate species, CH2INO2S in total (ωB97M-V with the def2-TZVPD basis set).

Net charge: 0
Relative energy (zero: lowest compared OMol25 entry of this formula, charge and spin) (kJ/mol): 131.2
LUMO energy (alpha / beta) (Eh): -0.042 / -0.044
HOMO level (alpha / beta) (eV): -8.755 / -8.803
Orbital gap (alpha / beta) (hartree): 0.2797 / 0.2800
Max |F| (eV Å⁻¹): 2.460

```
8
Properties=species:S:1:pos:R:3:nbo_charge:R:1
C 0.1445 0.2982 0.2954 -0.674
N -1.5113 1.5984 0.6265 0.289
O -2.2528 1.5435 -0.2498 -0.163
O 1.2886 2.4798 -0.4828 -0.914
S 1.4355 1.4962 0.5660 1.170
I 3.3023 -0.0360 -0.0712 -0.153
H 0.0298 -0.4491 1.0604 0.223
H -0.0595 0.0057 -0.7227 0.222
```

=====

# 7
Entry from OMol25: a cluster of 2 separate species, CH2INOS in total (ωB97M-V with the def2-TZVPD basis set).

Net charge: 0
Relative energy (zero: lowest compared OMol25 entry of this formula, charge and spin) (kJ/mol): 279.3
LUMO energy (Eh): -0.011
HOMO level (eV): -8.940
Orbital gap (hartree): 0.3180
Max |F| (eV Å⁻¹): 3.387

```
7
Properties=species:S:1:pos:R:3:nbo_charge:R:1
C -1.1577 0.2882 0.1910 0.240
N -1.6264 -0.6695 0.8007 -0.655
O 1.1328 -1.3102 -0.3903 -1.000
S -0.7125 1.7219 -0.2212 -0.011
I 2.3999 -0.0209 -0.0493 0.988
H 2.1327 1.4106 -0.6934 0.018
H -2.1688 -1.4201 0.3625 0.419
```

=====

# 8
Entry from OMol25: a cluster of 2 separate species, CH2IO2P in total (ωB97M-V with the def2-TZVPD basis set).

Expectation value of S²: 2.005
Spin multiplicity: 3
Net charge: 0
Relative energy (zero: lowest compared OMol25 entry of this formula, charge and spin) (kJ/mol): 25.9
LUMO energy (alpha / beta) (Eh): 0.022 / -0.120
HOMO level (alpha / beta) (eV): -6.899 / -9.866
Orbital gap (alpha / beta) (hartree): 0.2757 / 0.2429
Max |F| (eV Å⁻¹): 3.805

```
7
Properties=species:S:1:pos:R:3:nbo_charge:R:1
C -0.4044 0.1386 0.7960 0.192
O -0.9986 -0.5277 -0.3010 -0.780
O 0.2145 1.2530 0.1089 -0.773
P -0.3220 0.5499 -1.2583 1.025
I 2.3537 -1.3100 -2.2239 -0.027
H -1.2754 0.3736 1.5609 0.181
H 0.4321 -0.4773 1.3173 0.181
```

=====

# 9
Entry from OMol25: a structure of composition CH2IPS (ωB97M-V with the def2-TZVPD basis set).

Net charge: 0
Relative energy (zero: lowest compared OMol25 entry of this formula, charge and spin) (kJ/mol): 326.1
LUMO energy (alpha / beta) (Eh): -0.086 / -0.084
HOMO level (alpha / beta) (eV): -9.149 / -9.096
Orbital gap (alpha / beta) (hartree): 0.2500 / 0.2502
Max |F| (eV Å⁻¹): 2.779

```
6
Properties=species:S:1:pos:R:3:nbo_charge:R:1
C 0.9370 0.1586 0.8042 -0.504
P -0.5335 -0.1702 -0.0643 0.697
S -1.1021 -2.1475 -0.1311 -0.479
I 2.6452 0.6654 -0.2236 0.315
H -1.2991 0.7922 0.8078 0.004
H -0.6476 0.7014 -1.1930 -0.034
```

=====

# 10
Entry from OMol25: a structure of composition CH2LiOSn (ωB97M-V with the def2-TZVPD basis set).

Expectation value of S²: 0.759
Spin multiplicity: 2
Net charge: 0
LUMO energy (alpha / beta) (Eh): -0.030 / -0.028
HOMO level (alpha / beta) (eV): -6.215 / -7.313
Orbital gap (alpha / beta) (hartree): 0.1985 / 0.2404
Max |F| (eV Å⁻¹): 4.548

```
6
Properties=species:S:1:pos:R:3:nbo_charge:R:1
C 0.4143 -0.3030 -0.4005 -0.198
O -0.1335 0.6888 -0.8908 -0.876
H 0.4016 -1.3936 -0.4710 0.163
Sn 1.8806 0.3938 0.9992 0.458
Li -1.5281 1.1281 0.3796 0.901
H -1.0349 -0.5141 0.3835 -0.447
```

=====

# 11
Entry from OMol25: a structure of composition CH2LiOV (ωB97M-V with the def2-TZVPD basis set).

Expectation value of S²: 6.017
Spin multiplicity: 5
Net charge: 0
LUMO energy (alpha / beta) (Eh): -0.032 / -0.031
HOMO level (alpha / beta) (eV): -5.979 / -5.993
Orbital gap (alpha / beta) (hartree): 0.1880 / 0.1891
Max |F| (eV Å⁻¹): 2.038

```
6
Properties=species:S:1:pos:R:3:nbo_charge:R:1
C -0.5838 -0.4961 -0.2256 -0.056
O -1.2232 0.5239 -0.4985 -0.783
H -0.8806 -1.5540 -0.2424 0.128
V 1.2742 -0.2491 0.6206 0.668
Li -2.9308 0.8290 0.2090 0.796
H -2.6034 -0.8444 0.3536 -0.753
```

=====

# 12
Entry from OMol25: a cluster of 2 separate species, CH2N2O in total (ωB97M-V with the def2-TZVPD basis set).

Net charge: 0
Relative energy (zero: lowest compared OMol25 entry of this formula, charge and spin) (kJ/mol): 472.7
LUMO energy (alpha / beta) (Eh): -0.015 / -0.027
HOMO level (alpha / beta) (eV): -9.162 / -9.049
Orbital gap (alpha / beta) (hartree): 0.3217 / 0.3053
Max |F| (eV Å⁻¹): 2.375

```
6
Properties=species:S:1:pos:R:3:nbo_charge:R:1
C 0.0005 -0.2545 -0.8476 -0.228
N -1.1242 -0.1405 -0.3792 -0.298
N -0.5002 0.5211 1.6813 0.308
O 0.6393 0.3913 1.5401 -0.200
H 0.2395 -0.6284 -1.9384 0.221
H 0.7451 0.1109 -0.0561 0.198
```

=====

| no. | energy (a.u.) |
| --- | --- |
| 1 | -742.37572 |
| 2 | -817.79077 |
| 3 | -709.79040 |
| 4 | -785.16828 |
| 5 | -1273.65351 |
| 6 | -940.26611 |
| 7 | -865.02812 |
| 8 | -828.74262 |
| 9 | -1076.37765 |
| 10 | -336.18570 |
| 11 | -1065.79841 |
| 12 | -223.88100 |